(1)
C19H12N2O5PdS2 as an isolated structure, computed with ωB97M-V/def2-TZVPD.

Properties
Charge: -2
Spin multiplicity: 1
M in g mol⁻¹: 518.87
LUMO level (spin up / spin down) in eV: 3.92 / 3.92
Total energy in hartree: -2141.21119
Energy relative to the best compared isomer or geometry (same formula, charge and spin) in kcal/mol: 10.8

Cartesian coordinates (Å):
Pd -0.692 -1.205 -0.698
S -1.104 -0.766 -3.056
S -2.976 -0.972 -0.941
O 1.489 -5.657 1.304
O 4.119 -1.827 0.157
O -0.274 -3.555 0.136
O 1.359 -1.375 -0.722
O 4.238 -4.533 1.294
N -3.277 0.870 -5.805
N -6.042 0.678 -2.366
C 1.804 -2.434 -0.119
C -2.709 -0.444 -2.571
C -1.940 1.878 0.788
C -0.770 1.056 1.325
C 1.741 0.878 1.193
C 1.945 3.021 -0.534
C -1.043 -0.365 0.987
C -4.996 0.450 -2.797
C 1.808 -4.562 0.884
C 0.961 -3.540 0.295
C -0.771 1.154 2.875
C 3.246 -3.988 0.882
C 3.175 -2.615 0.265
C 0.697 2.614 -0.068
C 0.582 1.543 0.807
C -3.443 0.557 -4.707
C 2.986 1.263 0.727
C -3.688 0.166 -3.338
C 3.091 2.350 -0.135
H 2.009 3.848 -1.234
H -1.766 0.921 3.268
H -0.053 0.470 3.333
H 4.059 2.640 -0.526
H 1.667 -0.012 1.811
H -2.000 1.843 -0.301
H -0.187 3.129 -0.422
H 3.857 0.675 0.982
H -1.895 -0.734 1.568
H -1.820 2.915 1.112
H -2.884 1.492 1.176
H -0.502 2.170 3.172

The computed Mulliken charges, all in e, follow: 0.063 -0.372 -0.362 -0.686 -0.761 -0.811 -0.938 -0.671 -0.569 -0.587 1.243 0.874 -2.460 2.801 0.032 -0.807 -1.122 0.035 -0.004 0.590 -1.856 0.408 0.068 -0.090 0.081 -0.010 -0.661 0.155 -0.440 0.355 0.473 0.387 0.371 0.213 0.435 0.336 0.260 0.675 0.473 0.459 0.419

=====

(2)
A 12-piece molecular cluster, C43H38F12NO38P overall, computed with ωB97M-V/def2-TZVPD.

Properties
Spin multiplicity: 1
SMILES: O=NOC1=CC(=O)c2ccc([PH2]=O)c(F)c2C1=O.O=C1OC[C@@H](F)O1.O=C1OC[C@@H](F)O1.O=C1OC[C@@H](F)O1.O=C1OC[C@@H](F)O1.O=C1OC[C@@H](F)O1.O=C1OC[C@@H](F)O1.O=C1OC[C@@H](F)O1.O=C1OC[C@@H](F)O1.O=C1OC[C@@H](F)O1.O=C1OC[C@@H](F)O1.O=C1OC[C@@H](F)O1
M in g mol⁻¹: 1435.70
LUMO level in eV: -1.35
Total energy in hartree: -6114.92667

Cartesian coordinates (Å):
P 0.605 -2.891 7.040
F 6.995 3.159 1.776
F -7.322 -2.440 0.065
F 3.362 -4.089 5.972
F -2.361 0.990 -2.275
F -7.348 5.370 -10.139
F 1.683 5.417 7.882
F -2.494 -4.397 2.598
F -1.037 3.184 -5.315
F 3.361 1.466 -7.849
F 1.693 -0.260 -13.916
F -1.849 -1.438 8.484
F 6.217 -2.200 11.191
O 2.290 1.495 -12.638
O -2.588 -3.107 -0.607
O 0.540 0.727 -9.657
O -4.488 0.392 -5.270
O 7.572 -2.630 8.102
O 2.213 -1.241 9.561
O -1.920 -2.701 3.964
O -2.588 1.578 -4.961
O 3.451 3.322 -11.997
O -4.992 3.286 -8.762
O -5.112 5.126 -10.060
O -4.045 -1.858 8.754
O 4.180 -1.402 10.658
O 3.405 -3.148 9.466
O -6.223 -2.074 8.196
O -4.638 -2.097 6.594
O -2.063 -1.039 -1.347
O 3.518 2.639 -14.144
O -8.986 -2.937 -1.368
O -3.923 -2.060 -2.091
O 4.951 3.934 1.240
O -1.011 0.774 -8.022
O 4.204 2.182 0.034
O -3.692 1.711 -6.914
O 5.911 1.275 4.759
O 1.105 3.259 7.603
O -9.977 -3.502 -3.317
O -0.754 -0.912 4.724
O -0.621 -1.522 2.559
O 1.176 1.032 -7.521
O -7.778 -3.895 -3.012
O -0.050 3.437 5.679
O 0.725 -4.394 6.869
O 2.986 4.078 0.136
O 8.307 -2.652 6.083
O -3.105 4.398 -9.332
O 5.861 -3.642 4.488
O -0.018 1.476 6.788
N 8.511 -2.360 7.457
C -2.300 -3.060 2.645
C 1.867 1.084 -13.925
C -1.700 2.157 -5.908
C 2.162 -0.501 6.580
C 3.021 1.475 -14.801
C 4.517 -1.975 5.662
C 0.427 4.740 6.005
C 5.877 0.218 5.338
C -6.351 4.453 -10.171
C -6.870 -3.529 -1.977
C 3.327 -2.742 6.049
C 5.512 1.852 0.492
C 5.840 -2.668 5.189
C 0.311 2.616 6.699
C -2.491 -0.335 -2.504
C -7.777 -3.389 -0.791
C 1.943 0.996 -9.669
C -3.932 -0.728 -2.621
C 0.129 0.840 -8.370
C -1.109 -2.655 1.834
C 3.175 -1.869 9.864
C -3.664 1.159 -5.677
C -1.067 -1.644 3.832
C 4.538 -0.495 5.732
C 7.144 -1.938 5.679
C -2.837 -2.155 -1.285
C 1.547 4.438 6.956
C -2.631 2.661 -6.968
C 2.154 -1.976 6.518
C 3.953 3.459 0.438
C 2.337 0.684 -8.257
C -5.080 -2.013 7.878
C 4.712 -3.495 9.919
C 7.167 -0.579 5.735
C -3.233 -1.845 6.624
C 5.694 2.799 1.641
C -4.289 4.282 -9.378
C 4.913 -2.544 11.062
C -6.373 3.584 -8.949
C 3.366 0.254 6.186
C 3.122 2.560 -12.845
C -2.876 -2.201 8.032
C -9.008 -3.448 -2.635
H 8.071 -0.026 6.094
H -0.395 -2.497 6.102
H -2.646 -3.259 8.186
H -2.711 -2.456 5.897
H 5.569 0.808 0.799
H -3.225 -2.545 2.376
H 2.511 4.252 6.474
H 0.766 5.268 5.115
H 5.430 -3.337 9.111
H -6.110 -4.297 -1.833
H 2.109 2.044 -9.930
H 5.313 2.429 2.595
H 3.803 0.713 -14.830
H -0.376 5.315 6.472
H 0.924 1.575 -14.175
H 4.756 -4.538 10.229
H 0.157 -2.526 8.344
H -0.995 1.413 -6.243
H 3.393 1.372 6.229
H -6.387 3.904 -11.115
H 2.713 1.702 -15.821
H -7.955 -4.320 -0.246
H 2.456 0.369 -10.394
H -4.589 -0.101 -2.014
H 2.583 -0.366 -8.078
H -6.954 2.674 -9.094
H -0.336 -3.427 1.807
H -3.023 3.656 -6.747
H 1.266 0.064 6.963
H -3.047 -0.792 6.397
H 4.531 -2.904 12.021
H -6.754 4.106 -8.068
H -4.293 -0.718 -3.655
H 6.233 2.022 -0.311
H -2.174 2.678 -7.950
H -1.370 -2.388 0.819
H -1.873 -0.624 -3.357
H -6.376 -2.593 -2.241

These are the Mulliken partial charges, in e, on atoms 1 to 99: 0.972 -0.298 -0.282 -0.357 -0.305 -0.293 -0.297 -0.303 -0.336 -0.293 -0.280 -0.255 -0.285 -0.206 -0.603 -0.337 -0.665 -0.223 -0.472 -0.433 -0.353 -0.472 -0.170 -0.324 -0.354 -0.330 -0.257 -0.515 -0.378 -0.302 -0.338 -0.315 -0.244 -0.327 -0.581 -0.310 -0.294 -0.498 -0.274 -0.501 -0.409 -0.344 -0.261 -0.332 -0.304 -0.798 -0.502 -0.283 -0.483 -0.497 -0.565 0.135 0.371 0.304 0.639 -0.374 -0.454 0.580 -0.469 -0.117 0.299 -0.009 -0.180 -0.434 0.021 0.602 0.470 0.293 -0.386 -0.446 0.699 -0.024 0.669 0.694 0.601 1.020 0.366 0.593 0.360 -0.781 0.351 0.623 0.332 0.492 -0.126 -0.429 0.358 0.549 0.581 0.270 -0.485 -1.032 0.600 0.456 0.606 0.438 -0.248 0.319 -0.041